Below is a molecular structure, C13H14O3, with properties calculated with ωB97M-V/def2-TZVPD.

Last column: Mulliken charge in e.
Positions of all 30 atoms, in Å:
1 O -0.01740 2.61339 -0.12414  -0.563
2 O 1.67843 -1.62032 -0.08191  -0.378
3 O 3.67653 -2.33895 0.05226  -0.362
4 C 2.24771 0.97041 -0.15608  0.823
5 C 0.57447 -0.77741 -0.13556  -0.107
6 C -0.79514 -1.41093 0.16185  -1.744
7 C -1.84055 -0.50411 0.05298  0.866
8 C 2.93942 -1.55356 0.02589  0.375
9 C 2.60136 2.42069 -0.12630  -1.485
10 C -3.14724 -1.17480 -0.13887  -0.698
11 C -4.16944 -0.00570 -0.04930  -0.556
12 C 0.81778 0.60844 -0.11196  0.200
13 C -0.20060 1.40674 -0.01867  1.806
14 C -1.58950 1.14883 0.01842  -1.418
15 C 3.13557 -0.01104 0.09318  -0.719
16 C -5.61719 -0.71311 0.02846  -1.161
17 H 2.13171 3.02367 0.99853  0.203
18 H -0.85248 -2.18165 -0.24505  0.736
19 H -3.24755 -1.86902 -0.83543  0.718
20 H -4.12133 0.75732 0.79405  0.314
21 H -5.71170 -1.40712 -0.85000  0.311
22 H 4.22716 0.31245 0.07658  0.244
23 H -0.87158 3.33581 0.03202  0.401
24 H -4.17959 0.57858 -0.97601  0.387
25 H -2.45432 1.75040 -0.09666  0.252
26 H -6.44653 0.16675 -0.12834  0.286
27 H 2.22707 3.03831 -0.85271  0.373
28 H 3.66699 2.57365 0.12738  0.354
29 H -5.86655 -1.35249 0.95269  0.307
30 H -3.19364 -1.57990 0.90934  0.232

Atoms 1-3, force components in eV/Å:
-0.19 12.51 -0.03
-7.48 -3.63 -1.01
9.77 -11.33 0.33

## Properties
Energy, eV: -19841.5648
ΔE to the lowest compared entry with this formula, charge and spin, kcal per mole: 227.6
HOMO-LUMO gap, eV: 8.46
Largest force on an atom, hartree/bohr: 0.3371
Spin multiplicity: 1
Highest occupied orbital energy, eV: -8.330



Below is a gas-phase ion, C13H15BN (charge +1), with properties calculated with ωB97M-V/def2-TZVPD.

Last column: Mulliken charge in e.
Positions of all 30 atoms, in Å:
1 N 0.41644 -0.60296 -1.35151  0.193
2 C 2.42392 2.12759 -0.10948  -0.810
3 C 3.07059 1.84139 -1.42688  -0.697
4 C -1.27286 -1.49518 0.35692  -0.739
5 C -1.17327 -0.36485 2.65521  -0.542
6 C -2.54699 -2.39169 2.29869  -1.779
7 C -0.37436 -0.69516 -0.32701  0.278
8 C 0.33062 -1.45381 -2.52160  -0.961
9 C -1.08763 1.91105 0.25535  -1.179
10 C -1.62401 -1.39243 1.68809  1.436
11 C 1.33695 1.11908 -0.03092  0.438
12 C 2.44028 0.83482 -2.05971  -1.091
13 C 1.36999 0.39601 -1.20591  0.672
14 C -0.31975 0.56523 2.31408  -0.088
15 B 0.04635 0.83407 0.80301  0.235
16 H -1.58863 -0.48376 3.64629  0.486
17 H -1.73489 -2.32265 -0.17520  0.321
18 H -3.45406 -1.90107 2.65325  0.391
19 H 3.12326 2.05427 0.72358  0.340
20 H 0.22783 -2.49636 -2.21822  0.361
21 H -0.53230 -1.17691 -3.13198  0.347
22 H -1.06013 2.01832 -0.82476  0.372
23 H -2.83038 -3.16839 1.59456  0.363
24 H 3.92706 2.37969 -1.78594  0.480
25 H -2.08848 1.60449 0.54465  0.405
26 H -2.07930 -2.86331 3.16280  0.416
27 H 1.23398 -1.34079 -3.11485  0.312
28 H 2.68773 0.43498 -3.02454  0.393
29 H -0.88838 2.88636 0.69094  0.355
30 H 2.02042 3.14197 -0.07889  0.292

Atoms 1-3, force components in eV/Å:
-0.94 -0.33 0.70
-0.06 -0.04 -0.10
-0.09 -0.21 -0.21

## Properties
Energy, eV: -15878.5725
ΔE to the lowest compared entry with this formula, charge and spin, kcal per mole: 58.5
Total charge: +1
HOMO-LUMO gap (spin up / spin down), eV: 5.41 / 4.61
Largest force on an atom, hartree/bohr: 0.0867
Spin multiplicity: 1
Highest occupied orbital energy (spin up / spin down), eV: -11.413 / -11.393



Below is a single C13H15ClN2O5 molecule, with properties calculated with ωB97M-V/def2-TZVPD.

Last column: Mulliken charge in e.
Positions of all 36 atoms, in Å:
1 Cl -4.10366 -0.34199 -0.93480  -0.198
2 O -3.18618 2.69246 -4.98181  -0.604
3 O -0.24222 -3.30749 1.90556  -0.645
4 O -0.92483 1.03352 1.62273  -0.689
5 O -2.01985 -0.77054 0.86299  -0.298
6 O -1.36543 3.77810 -4.63781  -0.602
7 N 0.57814 -1.24619 2.36205  -0.056
8 N -2.22027 2.98528 -4.31696  1.000
9 C -1.54304 0.45852 0.75447  0.728
10 C 1.97943 -1.58287 2.26029  -1.164
11 C -0.98827 2.65755 -2.22047  -0.595
12 C 4.16411 -1.10798 1.13741  -1.675
13 C -1.79773 1.07610 -0.58028  0.095
14 C -2.88816 0.77209 -1.40317  0.471
15 C -2.07169 2.33403 -3.02810  0.011
16 C 2.67212 -0.78879 1.14468  0.996
17 C 2.04592 -1.10528 -0.21111  -1.213
18 C -3.02245 1.40795 -2.63002  -0.476
19 C -1.80548 -1.47852 2.08392  -0.803
20 C -0.86658 2.02750 -1.00025  -0.634
21 C -0.40249 -2.12461 2.10299  0.795
22 H -3.85863 1.18895 -3.27671  0.585
23 H 2.53952 0.27983 1.35353  0.197
24 H 2.53911 -0.54099 -0.99913  0.437
25 H -2.55954 -2.26595 2.10011  0.325
26 H 4.61521 -0.86573 2.09676  0.409
27 H 0.34804 -0.26545 2.46850  0.301
28 H -0.04455 2.25790 -0.33996  0.502
29 H -1.92609 -0.79997 2.93428  0.390
30 H 0.98780 -0.85044 -0.22247  0.102
31 H -0.27053 3.38925 -2.55687  0.477
32 H 4.32237 -2.16542 0.93956  0.369
33 H 2.14192 -2.16576 -0.43193  0.352
34 H 2.03678 -2.65454 2.05758  0.408
35 H 4.67078 -0.53445 0.36535  0.400
36 H 2.46641 -1.37611 3.21908  0.301

Atoms 1-3, force components in eV/Å:
-0.44 -0.10 -0.18
-0.31 -0.07 -0.26
-0.03 -0.45 -0.13

## Properties
Energy, eV: -39462.7132
ΔE to the lowest compared entry with this formula, charge and spin, kcal per mole: 75.9
HOMO-LUMO gap, eV: 8.55
Structure (SMILES): CC(C)CNC(=O)COC(=O)c1ccc([N+](=O)[O-])cc1Cl
Largest force on an atom, hartree/bohr: 0.0252
Spin multiplicity: 1
Highest occupied orbital energy, eV: -9.806



Below is a molecular structure, C13H15F6N2O5PtSb, with properties calculated with ωB97M-V/def2-TZVPD.

Last column: Löwdin spin population.
Positions of all 43 atoms, in Å:
1 Pt -0.14017 0.68876 -0.63636  1.590
2 Sb 0.36066 1.94196 -3.50285  0.001
3 F -0.32349 1.02490 -4.95838  0.001
4 F 2.05527 2.19412 -4.19855  0.001
5 F 0.94482 2.53820 -1.73799  0.041
6 F -0.29332 3.63424 -3.87314  0.001
7 F 0.84539 0.22367 -2.68361  0.051
8 F -1.27034 1.56927 -2.49455  0.047
9 O -0.96987 -1.30856 -0.85094  0.366
10 O 1.63971 -0.30896 0.21387  0.122
11 O -0.86761 0.90942 1.34394  0.070
12 O 2.98907 -5.92443 -1.74234  0.034
13 O 1.17362 -6.81661 -2.49943  0.013
14 N 1.79206 -5.95620 -1.92070  0.016
15 N -2.10145 2.80846 1.06409  0.000
16 C 1.05696 -4.70224 -1.63134  0.219
17 C -0.75184 4.09045 3.13636  0.000
18 C -1.99267 1.77101 3.23939  0.005
19 C 1.97953 -1.42408 -0.14495  0.018
20 C -1.67558 1.75004 1.78472  0.008
21 C -0.96849 -3.47700 -1.62731  0.217
22 C 1.14434 -2.45482 -0.77999  0.104
23 C -0.30046 -4.63876 -1.91573  -0.021
24 C -0.09917 4.09095 1.73810  0.000
25 C -1.04893 3.73279 0.58054  0.004
26 C 1.77390 -3.63584 -1.06736  0.010
27 C -0.28446 -2.33469 -1.06213  0.073
28 C -0.91218 2.72142 3.82450  0.000
29 H -1.56304 4.60649 0.18681  0.000
30 H -1.15740 2.88152 4.87434  0.000
31 H -1.92211 0.78125 3.68287  0.000
32 H 0.74974 3.40107 1.74332  0.000
33 H -1.71527 4.61256 3.10721  0.000
34 H -2.02417 -3.35748 -1.82884  0.007
35 H 0.04651 2.19792 3.79839  0.000
36 H -2.98900 2.18170 3.41072  0.001
37 H -0.11936 4.69205 3.78957  0.000
38 H 0.31491 5.08069 1.54439  0.000
39 H -2.82172 3.31666 1.55736  0.000
40 H -0.50831 3.29371 -0.25579  0.003
41 H 3.01992 -1.72393 0.03622  0.005
42 H -0.79469 -5.49584 -2.35042  -0.004
43 H 2.82829 -3.77427 -0.86450  -0.002

Atoms 1-3, force components in eV/Å:
0.15 -0.26 -0.06
-0.22 0.13 0.31
0.00 0.06 -0.11

## Properties
Energy, eV: -53022.1000
ΔE to the lowest compared entry with this formula, charge and spin, kcal per mole: 0.0
Total charge: +1
<S²>: 3.8000
HOMO-LUMO gap (spin up / spin down), eV: 8.74 / 6.32
Largest force on an atom, hartree/bohr: 0.0305
Spin multiplicity: 4
Highest occupied orbital energy (spin up / spin down), eV: -13.337 / -13.621



Below is a single C13H15N3S molecule, with properties calculated with ωB97M-V/def2-TZVPD.

Last column: Mulliken charge in e.
Positions of all 32 atoms, in Å:
1 S 1.44917 -2.73438 3.82122  -0.407
2 N 1.01302 -0.19596 2.19325  -0.603
3 N 1.07982 -3.84179 1.55725  -0.406
4 N 1.07594 -1.35797 1.55568  0.178
5 C -2.39108 -1.32286 -0.34744  -0.754
6 C -0.71487 0.40443 -0.46350  0.511
7 C 1.10149 2.10306 2.62325  -1.160
8 C 0.40667 1.12395 0.23802  0.409
9 C -1.06571 0.59876 -1.80418  1.003
10 C 0.73425 1.01234 1.68108  0.200
11 C -0.45572 1.73862 -2.61751  -0.779
12 C 0.91419 2.01535 -2.12100  -0.742
13 C -2.61187 -1.18485 -1.77957  -0.511
14 C 1.20722 1.81645 -0.65045  -0.616
15 C -1.99409 -0.22020 -2.50963  -0.859
16 C 1.09006 -2.61330 2.23051  0.332
17 C -1.53730 -0.46468 0.30666  -0.581
18 H 1.53655 1.27958 -2.67358  0.251
19 H -1.39401 -0.64396 1.40080  0.496
20 H 1.95534 2.74372 2.21670  0.263
21 H 1.08938 -1.37778 0.53063  0.252
22 H -2.77328 -2.09860 0.30463  0.394
23 H -3.32706 -1.80925 -2.24049  0.412
24 H 1.29518 -4.63142 2.13117  0.194
25 H 0.14564 2.52434 2.72277  0.363
26 H 1.07314 -3.89988 0.55069  0.200
27 H -2.10379 -0.16270 -3.59869  0.331
28 H -0.52511 1.62042 -3.72020  0.323
29 H 2.10744 2.34564 -0.30216  0.332
30 H 1.39532 1.59984 3.62210  0.327
31 H -0.99555 2.62357 -2.27763  0.304
32 H 1.21962 3.00952 -2.58038  0.345

Atoms 1-3, force components in eV/Å:
-0.41 0.42 1.03
-0.14 2.54 0.89
-0.66 2.78 -0.92

## Properties
Energy, eV: -29027.1437
ΔE to the lowest compared entry with this formula, charge and spin, kcal per mole: 67.3
HOMO-LUMO gap, eV: 8.19
Structure (SMILES): C/C(=N/NC(N)=S)C1=CCCc2ccccc21
Largest force on an atom, hartree/bohr: 0.1118
Spin multiplicity: 1
Highest occupied orbital energy, eV: -7.991



Below is a single C13H15NO2 molecule, with properties calculated with ωB97M-V/def2-TZVPD.

Last column: Mulliken charge in e.
Positions of all 31 atoms, in Å:
1 O 2.99749 2.29428 3.32235  -0.310
2 O -2.74879 -1.54404 -1.58508  -0.380
3 N 3.48204 2.93898 2.41198  -0.127
4 C 3.72731 2.28883 1.14371  0.547
5 C -3.83572 -1.38784 -0.64726  -0.271
6 C -4.62443 -2.63869 -0.71138  -0.149
7 C -1.60859 -0.85125 -1.25807  0.143
8 C -0.49132 -1.49003 -0.68673  -0.272
9 C 0.71861 0.64527 -0.64950  0.636
10 C -1.50971 0.51067 -1.52484  -0.154
11 C 1.82505 1.50495 -0.32959  -0.424
12 C -5.20233 -3.30192 0.38547  -0.805
13 C 0.65123 -0.75092 -0.39719  -0.697
14 C 2.64688 1.33259 0.75686  -0.469
15 C -0.36626 1.24721 -1.28512  -0.872
16 C 5.08334 1.59862 1.13946  -1.438
17 H 5.37018 1.17836 0.19887  0.353
18 H -3.51905 -1.26470 0.37716  0.365
19 H 1.98317 2.36944 -0.95695  0.313
20 H 5.06491 0.80265 1.89611  0.346
21 H 3.76117 3.05895 0.36356  0.276
22 H -5.79703 -4.21853 0.31685  0.254
23 H 2.50884 0.51368 1.47447  0.376
24 H -0.54899 -2.57710 -0.53106  0.401
25 H 5.87412 2.26297 1.49631  0.383
26 H -0.40049 2.30891 -1.46371  0.358
27 H 1.52499 -1.26020 -0.02814  0.422
28 H -4.61714 -3.12857 -1.68799  0.303
29 H -2.35479 0.98731 -1.98783  0.379
30 H -4.44471 -0.51040 -0.94804  0.260
31 H -5.14999 -2.91947 1.39533  0.252

Atoms 1-3, force components in eV/Å:
0.63 0.23 -1.77
0.13 -0.01 0.60
-0.15 0.84 2.27

## Properties
Energy, eV: -19304.9103
ΔE to the lowest compared entry with this formula, charge and spin, kcal per mole: 89.9
HOMO-LUMO gap, eV: 8.34
Structure (SMILES): C=CCOc1ccc(/C=C/[C@H](C)N=O)cc1
Largest force on an atom, hartree/bohr: 0.0813
Spin multiplicity: 1
Highest occupied orbital energy, eV: -8.385



Below is a molecular structure, C13H16AuBr2N3S2, with properties calculated with ωB97M-V/def2-TZVPD.

Last column: Löwdin spin population.
Positions of all 37 atoms, in Å:
1 Au 0.38399 0.68662 0.15994  0.416
2 Br -2.18467 1.75101 2.13595  0.010
3 Br -3.26943 -1.13105 1.15443  0.000
4 S 1.03918 2.70569 0.99462  0.126
5 S 1.12412 -1.12006 1.62575  0.756
6 N -0.45451 -0.87985 -0.93487  0.062
7 N 3.54382 2.01182 0.27993  0.004
8 N 3.19484 4.16632 1.00483  0.011
9 C -3.60371 0.44626 2.19609  0.001
10 C -0.62663 -4.56121 -0.68977  0.178
11 C 0.46757 -2.38384 0.70404  0.142
12 C -0.27703 -2.15741 -0.50638  0.056
13 C 0.09952 -4.78034 0.46193  0.008
14 C -1.20785 -0.63508 -2.00571  0.012
15 C -1.61133 -2.98638 -2.33673  0.013
16 C 2.38834 5.28665 1.48873  0.004
17 C 2.72964 2.96598 0.72809  0.018
18 C -1.79727 -1.68809 -2.72957  -0.001
19 C 0.63144 -3.70532 1.15633  0.129
20 C -1.44289 0.78080 -2.40777  0.016
21 C -0.83564 -3.24871 -1.18650  0.013
22 H 4.53541 2.15945 0.16982  0.000
23 H 0.24746 -5.78518 0.82934  -0.002
24 H 3.18599 1.08748 0.12433  0.002
25 H -2.05462 -3.80411 -2.88873  0.000
26 H -2.02633 0.82834 -3.32294  0.001
27 H 4.18463 4.32770 0.88383  0.000
28 H -3.71187 0.14122 3.22945  0.000
29 H 1.93920 5.03724 2.44941  0.001
30 H 1.18677 -3.86839 2.07103  0.006
31 H 3.05046 6.13734 1.61411  0.000
32 H -4.49994 0.91578 1.80940  0.000
33 H -1.99049 1.30304 -1.61836  0.003
34 H 1.61685 5.53466 0.76114  0.001
35 H -1.05706 -5.39430 -1.23028  0.008
36 H -0.50027 1.30782 -2.57972  0.006
37 H -2.39771 -1.45191 -3.59519  0.000

Atoms 1-3, force components in eV/Å:
0.08 0.01 0.02
0.05 -0.04 -0.09
0.09 -0.06 -0.09

## Properties
Energy, eV: -183644.6143
ΔE to the lowest compared entry with this formula, charge and spin, kcal per mole: 0.6
Total charge: +2
<S²>: 2.0359
HOMO-LUMO gap (spin up / spin down), eV: 8.10 / 6.26
Largest force on an atom, hartree/bohr: 0.0087
Spin multiplicity: 3
Highest occupied orbital energy (spin up / spin down), eV: -15.119 / -15.594



Below is a single C13H16Cl3NO2 molecule, with properties calculated with ωB97M-V/def2-TZVPD.

Last column: Mulliken charge in e.
Positions of all 35 atoms, in Å:
1 Cl -1.65829 2.67033 1.64797  -0.124
2 Cl 1.27560 2.98099 2.11713  -0.132
3 Cl -0.55333 3.01894 4.33121  -0.151
4 O 3.21122 -0.69527 -0.47166  -0.426
5 O -2.38089 -0.63668 1.39254  -0.593
6 N 1.96996 -0.52750 0.21812  0.337
7 C 0.24033 -1.22324 -1.65873  -1.200
8 C -0.90421 0.85955 -2.42778  -1.754
9 C -0.10550 0.77445 3.00323  -1.745
10 C 0.68270 -0.71006 -0.30846  -0.355
11 C -1.11443 -0.60359 -2.08747  1.710
12 C -0.24244 -0.37373 0.63269  1.218
13 C 3.04022 0.15569 2.42663  -1.546
14 C 0.47282 0.11108 1.78956  0.237
15 C -2.19267 -0.76915 -0.98089  -1.167
16 C -1.64031 -1.29561 -3.34506  -2.012
17 C -1.66965 -0.54461 0.40934  0.556
18 C 1.83387 -0.08738 1.55306  -0.052
19 C -0.27733 2.29332 2.75640  0.617
20 H 1.00370 -1.01895 -2.44070  0.606
21 H -1.92368 -2.34311 -3.16415  0.449
22 H 3.78133 0.73307 1.90304  0.384
23 H 3.46167 -0.81389 2.72145  0.363
24 H -0.61372 1.48592 -1.54248  0.298
25 H -1.79630 1.30299 -2.80482  0.505
26 H -0.92865 -1.26923 -4.19445  0.377
27 H -2.64446 -1.74428 -1.08091  0.378
28 H 3.00664 -1.20478 -1.27498  0.392
29 H 0.11184 -2.29182 -1.62550  0.332
30 H 2.76641 0.66907 3.34753  0.326
31 H -3.00205 -0.04416 -1.15747  0.361
32 H 0.52955 0.61400 3.86951  0.513
33 H -0.09949 0.94944 -3.19355  0.374
34 H -1.08406 0.34926 3.27369  0.499
35 H -2.55640 -0.77109 -3.63401  0.426

Atoms 1-3, force components in eV/Å:
0.87 -0.18 0.47
-0.77 0.09 0.00
-0.36 0.46 0.29

## Properties
Energy, eV: -56891.6641
HOMO-LUMO gap, eV: 8.63
Structure (SMILES): Cc1c(CC(Cl)(Cl)Cl)c2c(n1O)CC(C)(C)CC2=O
Largest force on an atom, hartree/bohr: 0.0345
Spin multiplicity: 1
Highest occupied orbital energy, eV: -8.327